Entry 1:
{
  "formula": "C34H45BHfN15S2",
  "method": "wB97M-V/def2-TZVPD",
  "homo_lumo_gap_ev": 7.39,
  "e_homo_ev": -15.3,
  "energy_ha": -3012.69223,
  "charge": 3,
  "e_above_lowest_kcal_mol": 36.87,
  "species": ["Hf", "C", "N", "C", "C", "N", "C", "C", "C", "C", "C", "C", "N", "C", "N", "C", "C", "C", "C", "C", "C", "N", "H", "H", "H", "H", "H", "H", "H", "H", "H", "H", "H", "H", "H", "H", "H", "C", "C", "N", "N", "C", "B", "N", "C", "C", "C", "N", "N", "C", "C", "C", "N", "H", "H", "H", "H", "H", "H", "H", "H", "H", "H", "C", "N", "C", "C", "S", "N", "C", "C", "H", "H", "H", "H", "H", "H", "H", "H", "H", "H", "H", "H", "S", "C", "N", "C", "C", "C", "N", "H", "H", "H", "H", "H", "H", "H", "H"],
  "positions_angstrom": [[-0.55, -0.56, 0.65], [-2.11, -2.14, -1.79], [-0.79, -2.15, -1.13], [-0.48, -3.51, -0.63], [-0.94, -3.61, 0.79], [-1.24, -2.54, 1.52], [-1.50, -3.04, 2.82], [-1.85, -2.39, 4.00], [-2.04, -3.17, 5.12], [-1.88, -4.57, 5.08], [-1.54, -5.22, 3.92], [-1.36, -4.42, 2.80], [-1.00, -4.74, 1.49], [-2.96, -1.04, -1.29], [-2.90, -0.54, -0.07], [-4.03, 0.33, 0.01], [-4.58, 1.08, 1.05], [-5.71, 1.83, 0.78], [-6.31, 1.84, -0.48], [-5.81, 1.07, -1.51], [-4.68, 0.32, -1.22], [-3.96, -0.56, -2.02], [-2.63, -3.08, -1.56], [-1.99, -2.10, -2.88], [-0.06, -1.92, -1.82], [0.59, -3.67, -0.71], [-0.95, -4.28, -1.25], [-1.98, -1.32, 4.06], [-2.31, -2.70, 6.06], [-2.04, -5.15, 5.99], [-1.43, -6.30, 3.88], [-0.83, -5.67, 1.13], [-4.21, 1.05, 2.05], [-6.16, 2.40, 1.59], [-7.19, 2.45, -0.65], [-6.29, 1.03, -2.48], [-4.20, -0.84, -2.95], [3.00, 1.94, -0.55], [1.85, 1.23, -0.87], [1.27, 0.75, 0.23], [2.04, 1.16, 1.28], [3.07, 1.87, 0.83], [1.80, 0.62, 2.71], [1.89, -0.91, 2.61], [2.72, -1.70, 3.28], [2.74, -2.95, 2.68], [1.88, -2.82, 1.61], [1.35, -1.59, 1.54], [0.37, 0.99, 3.19], [0.00, 1.75, 4.22], [-1.39, 1.78, 4.29], [-1.80, 1.00, 3.24], [-0.74, 0.51, 2.56], [3.69, 2.42, -1.22], [1.43, 1.02, -1.84], [3.80, 2.27, 1.52], [2.62, 1.05, 3.47], [3.25, -1.33, 4.15], [3.32, -3.81, 2.96], [1.67, -3.56, 0.86], [0.75, 2.20, 4.85], [-2.00, 2.29, 5.02], [-2.79, 0.72, 2.95], [-0.53, 3.89, 1.38], [-0.03, 3.96, 0.00], [1.11, 4.87, -0.16], [-0.50, 3.15, -0.96], [-1.50, 1.79, -0.54], [-0.33, 3.46, -2.25], [-0.69, 2.53, -3.31], [-0.19, 4.86, -2.71], [-0.52, 4.90, 1.78], [0.13, 3.26, 1.99], [-1.54, 3.50, 1.41], [1.74, 4.75, 0.72], [0.80, 5.91, -0.22], [1.69, 4.61, -1.04], [-0.34, 1.52, -3.09], [-0.22, 2.88, -4.23], [-1.77, 2.49, -3.45], [-0.52, 5.55, -1.94], [-0.85, 4.99, -3.57], [0.82, 5.10, -3.01], [2.14, -1.97, -2.07], [3.38, -1.43, -3.14], [4.65, -1.68, -2.87], [5.79, -1.39, -3.76], [5.30, -1.26, -5.18], [4.12, -0.30, -5.22], [3.10, -0.75, -4.26], [4.81, -2.20, -2.02], [6.50, -2.20, -3.66], [6.28, -0.47, -3.43], [5.00, -2.23, -5.57], [6.10, -0.88, -5.82], [3.66, -0.27, -6.21], [4.44, 0.71, -4.97], [2.13, -0.73, -4.52]]
}

Entry 2:
{
  "formula": "C34H45BrIOPPdSi4Te",
  "method": "wB97M-V/def2-TZVPD",
  "homo_lumo_gap_ev": 6.64,
  "e_homo_ev": -6.9,
  "energy_ha": -6164.88721,
  "charge": 0,
  "e_above_lowest_kcal_mol": 0.00,
  "species": ["Pd", "O", "C", "C", "C", "C", "C", "C", "C", "P", "C", "C", "C", "C", "C", "C", "C", "C", "C", "C", "C", "C", "H", "H", "H", "H", "H", "H", "H", "H", "H", "H", "H", "H", "H", "H", "Br", "C", "C", "C", "C", "C", "C", "I", "H", "H", "H", "H", "C", "Si", "C", "C", "Si", "Te", "Si", "C", "C", "C", "Si", "C", "C", "C", "H", "H", "H", "H", "H", "H", "H", "H", "H", "H", "H", "H", "H", "H", "H", "H", "H", "H", "H", "H", "H", "H", "H", "H", "H", "H", "H"],
  "positions_angstrom": [[0.61, -0.97, 0.05], [0.14, 0.40, 2.30], [-0.32, -0.55, 1.73], [-1.31, -1.51, 2.29], [-2.09, -1.08, 3.37], [-3.01, -1.93, 3.94], [-3.13, -3.23, 3.46], [-2.33, -3.67, 2.42], [-1.41, -2.82, 1.81], [-0.48, -3.31, 0.31], [-0.80, -5.11, 0.22], [-0.13, -6.06, 1.00], [-0.43, -7.40, 0.88], [-1.42, -7.82, -0.01], [-2.09, -6.89, -0.78], [-1.77, -5.54, -0.68], [1.29, -3.26, 0.82], [1.76, -2.77, 2.04], [3.13, -2.67, 2.29], [4.04, -3.07, 1.33], [3.59, -3.57, 0.11], [2.23, -3.64, -0.15], [-1.96, -0.07, 3.73], [-3.63, -1.59, 4.76], [-3.84, -3.91, 3.91], [-2.43, -4.69, 2.06], [0.64, -5.73, 1.69], [0.09, -8.13, 1.49], [-1.66, -8.87, -0.09], [-2.85, -7.21, -1.48], [-2.28, -4.81, -1.30], [1.07, -2.48, 2.82], [3.48, -2.28, 3.24], [5.10, -2.99, 1.52], [4.30, -3.88, -0.65], [1.88, -4.00, -1.11], [4.96, 0.80, 0.11], [5.21, -0.48, -1.27], [6.46, -1.08, -1.36], [6.69, -2.03, -2.34], [5.68, -2.38, -3.22], [4.44, -1.78, -3.12], [4.19, -0.83, -2.14], [2.27, 0.01, -2.03], [7.24, -0.80, -0.67], [7.67, -2.49, -2.42], [5.86, -3.12, -3.99], [3.64, -2.06, -3.80], [-1.08, 3.02, -4.07], [-2.10, 3.66, -2.63], [-2.03, 5.55, -2.63], [-3.89, 3.12, -2.84], [-1.26, 2.81, -0.61], [-1.35, 0.35, -1.13], [-2.82, 3.24, 1.10], [-4.25, 2.03, 1.01], [-1.98, 3.08, 2.77], [-3.53, 4.98, 0.95], [0.78, 3.88, -0.17], [0.33, 5.52, 0.65], [1.91, 2.94, 0.99], [1.69, 4.27, -1.77], [-1.53, 3.32, -5.02], [-1.03, 1.93, -4.05], [-0.06, 3.40, -4.04], [-2.51, 5.95, -3.53], [-1.00, 5.91, -2.61], [-2.55, 5.96, -1.76], [-4.25, 3.39, -3.84], [-4.53, 3.61, -2.10], [-3.99, 2.04, -2.72], [-3.89, 1.00, 1.06], [-4.81, 2.14, 0.08], [-4.93, 2.19, 1.85], [-1.42, 2.15, 2.83], [-2.71, 3.10, 3.58], [-1.27, 3.90, 2.94], [-4.12, 5.08, 0.03], [-2.74, 5.74, 0.92], [-4.18, 5.21, 1.79], [-0.08, 5.35, 1.65], [-0.41, 6.08, 0.07], [1.22, 6.14, 0.75], [1.44, 2.80, 1.97], [2.84, 3.50, 1.13], [2.14, 1.95, 0.61], [1.13, 4.99, -2.38], [1.86, 3.38, -2.38], [2.66, 4.71, -1.55]]
}

Entry 3:
{
  "formula": "C34H45F21INO17S",
  "method": "wB97M-V/def2-TZVPD",
  "homo_lumo_gap_ev": 9.10,
  "e_homo_ev": -9.1,
  "smiles": "O=C(I)CN(CCCS)C(=O)O.CCOC(=O)C(F)(F)F.CCOC(=O)C(F)(F)F.CCOC(=O)C(F)(F)F.CCOC(=O)C(F)(F)F.CCOC(=O)C(F)(F)F.CCOC(=O)C(F)(F)F.CCOC(=O)C(F)(F)F",
  "energy_ha": -5449.60515,
  "charge": 0,
  "species": ["O", "C", "I", "C", "N", "C", "C", "C", "S", "C", "O", "O", "H", "H", "H", "H", "H", "H", "H", "H", "H", "H", "C", "C", "O", "C", "O", "C", "F", "F", "F", "H", "H", "H", "H", "H", "C", "C", "O", "C", "O", "C", "F", "F", "F", "H", "H", "H", "H", "H", "C", "C", "O", "C", "O", "C", "F", "F", "F", "H", "H", "H", "H", "H", "C", "C", "O", "C", "O", "C", "F", "F", "F", "H", "H", "H", "H", "H", "C", "C", "O", "C", "O", "C", "F", "F", "F", "H", "H", "H", "H", "H", "C", "C", "O", "C", "O", "C", "F", "F", "F", "H", "H", "H", "H", "H", "C", "C", "O", "C", "O", "C", "F", "F", "F", "H", "H", "H", "H", "H"],
  "positions_angstrom": [[-2.21, -1.33, 3.29], [-2.71, -2.02, 2.44], [-3.24, -1.15, 0.52], [-2.96, -3.51, 2.63], [-1.83, -4.21, 2.04], [-2.01, -4.59, 0.63], [-0.77, -4.24, -0.19], [-1.11, -4.16, -1.67], [0.24, -3.57, -2.70], [-1.37, -5.29, 2.83], [-0.18, -5.47, 3.08], [-2.33, -6.14, 3.24], [-2.99, -3.65, 3.70], [-3.92, -3.80, 2.22], [-2.18, -5.66, 0.53], [-2.85, -4.07, 0.21], [0.00, -4.97, 0.02], [-0.43, -3.28, 0.17], [-1.98, -3.53, -1.79], [-1.35, -5.15, -2.03], [0.59, -2.46, -2.05], [-1.93, -6.66, 3.94], [4.50, -9.05, -4.90], [3.15, -8.45, -5.25], [2.30, -8.36, -4.09], [2.53, -7.33, -3.29], [3.34, -6.47, -3.44], [1.52, -7.35, -2.13], [1.42, -8.57, -1.60], [0.31, -6.99, -2.57], [1.89, -6.52, -1.17], [4.37, -10.02, -4.43], [5.09, -9.17, -5.80], [5.05, -8.41, -4.21], [2.61, -9.08, -5.95], [3.25, -7.46, -5.70], [-1.55, 1.96, 2.14], [-0.69, 2.14, 0.91], [-0.72, 3.50, 0.43], [0.07, 4.35, 1.06], [0.81, 4.12, 1.97], [-0.06, 5.74, 0.42], [-1.33, 6.08, 0.22], [0.57, 5.77, -0.77], [0.50, 6.66, 1.20], [-2.57, 2.30, 1.95], [-1.58, 0.91, 2.43], [-1.16, 2.54, 2.98], [-1.08, 1.55, 0.08], [0.34, 1.83, 1.08], [1.17, 7.42, -3.30], [0.30, 7.29, -4.53], [1.09, 7.18, -5.73], [1.58, 5.98, -5.99], [1.43, 4.98, -5.35], [2.37, 6.02, -7.31], [3.18, 7.08, -7.35], [1.52, 6.09, -8.34], [3.10, 4.93, -7.44], [1.86, 8.26, -3.42], [0.56, 7.59, -2.43], [1.76, 6.52, -3.15], [-0.30, 8.19, -4.67], [-0.39, 6.45, -4.46], [-3.71, 10.83, 1.45], [-4.61, 10.71, 0.25], [-3.86, 10.66, -0.98], [-3.34, 9.49, -1.29], [-3.44, 8.47, -0.67], [-2.59, 9.59, -2.63], [-1.82, 10.67, -2.67], [-3.46, 9.67, -3.64], [-1.83, 8.52, -2.81], [-3.05, 11.69, 1.35], [-4.30, 10.95, 2.36], [-3.08, 9.95, 1.56], [-5.24, 11.59, 0.15], [-5.26, 9.84, 0.32], [7.26, -4.69, -3.56], [7.45, -4.85, -5.05], [8.70, -5.51, -5.36], [8.70, -6.82, -5.24], [7.78, -7.51, -4.92], [10.07, -7.38, -5.64], [11.06, -6.68, -5.08], [10.22, -7.31, -6.97], [10.19, -8.64, -5.27], [8.11, -4.16, -3.12], [6.36, -4.12, -3.35], [7.18, -5.65, -3.06], [7.52, -3.88, -5.53], [6.63, -5.39, -5.50], [-7.95, -8.42, 5.20], [-7.55, -7.90, 6.56], [-6.24, -7.30, 6.53], [-6.18, -6.06, 6.07], [-7.09, -5.39, 5.69], [-4.73, -5.56, 6.14], [-3.88, -6.48, 5.66], [-4.39, -5.30, 7.40], [-4.59, -4.45, 5.43], [-7.19, -9.12, 4.82], [-8.90, -8.95, 5.26], [-8.05, -7.61, 4.48], [-7.46, -8.72, 7.28], [-8.27, -7.18, 6.94], [2.27, 5.88, 4.96], [0.92, 6.42, 4.57], [0.08, 6.64, 5.73], [0.30, 7.76, 6.40], [1.10, 8.61, 6.15], [-0.69, 7.85, 7.57], [-0.76, 6.70, 8.23], [-1.91, 8.15, 7.11], [-0.32, 8.80, 8.42], [2.16, 4.97, 5.55], [2.85, 5.65, 4.06], [2.83, 6.60, 5.55], [0.38, 5.70, 3.96], [1.00, 7.35, 4.00]]
}

Entry 4:
{
  "formula": "C34H45N4O6PPdSi",
  "method": "wB97M-V/def2-TZVPD",
  "homo_lumo_gap_ev": 7.38,
  "e_homo_ev": -6.9,
  "energy_ha": -2751.84580,
  "charge": 0,
  "species": ["Pd", "C", "O", "C", "C", "C", "C", "C", "C", "N", "C", "N", "C", "C", "C", "C", "C", "C", "O", "C", "N", "C", "C", "C", "C", "C", "C", "O", "C", "H", "H", "H", "H", "H", "H", "H", "H", "H", "H", "H", "H", "H", "H", "H", "H", "H", "H", "H", "H", "H", "H", "C", "Si", "C", "C", "N", "C", "C", "C", "C", "C", "C", "H", "H", "H", "H", "H", "H", "H", "H", "H", "H", "H", "H", "H", "H", "C", "O", "P", "O", "C", "O", "C", "H", "H", "H", "H", "H", "H", "H", "H", "H"],
  "positions_angstrom": [[-1.34, 0.60, 0.68], [4.21, -2.82, 0.02], [4.64, -2.94, -1.33], [3.99, -2.34, -2.36], [4.38, -2.82, -3.61], [3.81, -2.34, -4.78], [2.83, -1.36, -4.72], [2.46, -0.86, -3.49], [3.03, -1.33, -2.29], [2.62, -0.73, -1.06], [1.26, -0.45, -0.86], [0.48, -1.55, -1.00], [-0.93, -1.74, -1.01], [-1.91, -0.98, -0.35], [-3.23, -1.39, -0.48], [-3.61, -2.51, -1.20], [-2.64, -3.28, -1.83], [-1.32, -2.90, -1.72], [-0.32, -3.68, -2.27], [-0.09, -3.45, -3.66], [0.79, 0.69, -0.51], [1.52, 1.87, -0.42], [2.48, 2.29, -1.34], [3.10, 3.53, -1.22], [2.77, 4.37, -0.18], [1.78, 3.99, 0.73], [1.15, 2.77, 0.61], [0.15, 2.35, 1.44], [-0.27, 3.22, 2.47], [4.84, -3.52, 0.57], [3.16, -3.10, 0.13], [4.36, -1.82, 0.42], [5.13, -3.60, -3.63], [4.14, -2.74, -5.73], [2.38, -0.97, -5.62], [1.71, -0.08, -3.42], [3.20, 0.03, -0.75], [0.97, -2.39, -1.27], [-3.99, -0.83, 0.04], [-4.65, -2.79, -1.26], [-2.88, -4.18, -2.37], [-0.75, -4.08, -4.26], [0.95, -3.71, -3.86], [-0.25, -2.40, -3.92], [2.72, 1.65, -2.18], [3.85, 3.83, -1.94], [3.25, 5.33, -0.07], [1.51, 4.67, 1.53], [-1.05, 2.68, 3.01], [-0.68, 4.15, 2.05], [0.55, 3.45, 3.15], [-1.97, -0.84, 5.31], [-2.34, -0.69, 3.47], [-2.96, -2.39, 2.96], [-3.74, 0.56, 3.28], [-0.97, -0.21, 2.55], [0.34, -0.23, 3.02], [1.34, -0.95, 2.35], [2.65, -0.95, 2.80], [3.02, -0.23, 3.93], [2.05, 0.49, 4.60], [0.73, 0.49, 4.16], [-2.81, -1.37, 5.79], [-1.87, 0.12, 5.81], [-1.07, -1.42, 5.50], [-3.95, -2.61, 3.37], [-2.28, -3.16, 3.33], [-3.01, -2.51, 1.87], [-4.69, 0.15, 3.64], [-3.87, 0.86, 2.24], [-3.53, 1.46, 3.86], [1.06, -1.54, 1.49], [3.40, -1.54, 2.27], [4.05, -0.23, 4.27], [2.31, 1.06, 5.49], [-0.01, 1.06, 4.70], [-1.36, 1.04, -3.14], [-2.45, 1.65, -2.43], [-2.29, 1.99, -0.85], [-1.40, 3.31, -0.82], [-1.70, 4.46, -1.62], [-3.74, 2.64, -0.65], [-4.92, 1.84, -0.53], [-1.72, 0.85, -4.14], [-1.06, 0.11, -2.67], [-0.51, 1.73, -3.17], [-0.77, 5.00, -1.76], [-2.42, 5.09, -1.10], [-2.11, 4.17, -2.59], [-5.76, 2.52, -0.56], [-4.91, 1.31, 0.42], [-4.99, 1.13, -1.35]]
}

Entry 5:
{
  "formula": "C34H46As3CuN2",
  "method": "wB97M-V/def2-TZVPD",
  "homo_lumo_gap_ev": [8.33, 6.58],
  "e_homo_ev": [-10.5, -10.4],
  "s2": 0.755,
  "energy_ha": -9780.28983,
  "charge": 1,
  "spin_multiplicity": 2,
  "e_above_lowest_kcal_mol": 0.00,
  "species": ["Cu", "C", "As", "C", "C", "C", "C", "C", "C", "C", "As", "C", "C", "H", "H", "H", "H", "H", "H", "H", "H", "H", "H", "H", "H", "H", "H", "H", "H", "C", "C", "C", "C", "C", "C", "C", "C", "C", "C", "N", "C", "C", "C", "C", "C", "N", "H", "H", "H", "H", "H", "H", "H", "H", "H", "H", "H", "H", "H", "H", "H", "H", "H", "C", "As", "C", "C", "C", "C", "C", "C", "C", "C", "H", "H", "H", "H", "H", "H", "H", "H", "H", "H", "H", "H", "H"],
  "positions_angstrom": [[0.65, -0.23, 1.05], [2.53, 1.65, 3.48], [1.72, 1.92, 1.74], [1.00, 3.71, 2.01], [3.19, 2.34, 0.56], [4.29, 3.05, 1.04], [5.34, 3.36, 0.19], [5.30, 2.95, -1.14], [4.22, 2.22, -1.61], [3.15, 1.90, -0.77], [1.68, 0.76, -1.39], [2.69, -0.59, -2.37], [1.07, 1.87, -2.87], [3.40, 1.00, 3.39], [1.80, 1.15, 4.12], [2.81, 2.60, 3.94], [0.15, 3.69, 2.68], [0.71, 4.15, 1.06], [1.80, 4.31, 2.45], [4.33, 3.37, 2.07], [6.19, 3.92, 0.57], [6.12, 3.19, -1.80], [4.22, 1.88, -2.64], [3.29, -1.15, -1.66], [3.32, -0.14, -3.13], [1.98, -1.27, -2.85], [0.23, 1.39, -3.38], [1.88, 2.02, -3.59], [0.75, 2.83, -2.49], [0.82, -3.70, -2.07], [-0.20, -2.57, -1.87], [-1.30, -2.92, -0.89], [-2.49, -3.46, -1.36], [-3.49, -3.85, -0.49], [-3.28, -3.75, 0.88], [-2.09, -3.24, 1.39], [-1.87, -3.21, 2.89], [-2.11, -1.84, 3.53], [-1.12, -2.78, 0.49], [0.09, -2.18, 0.97], [1.04, -2.95, 1.39], [2.30, -2.39, 1.67], [3.53, -2.97, 1.97], [4.48, -1.95, 1.86], [3.78, -0.80, 1.48], [2.46, -1.05, 1.36], [1.53, -3.44, -2.86], [0.31, -4.62, -2.36], [1.38, -3.89, -1.16], [-0.67, -2.33, -2.83], [0.32, -1.67, -1.54], [-2.64, -3.56, -2.43], [-4.42, -4.26, -0.86], [-4.04, -4.10, 1.57], [-0.85, -3.53, 3.13], [-2.54, -3.94, 3.35], [-1.45, -1.09, 3.08], [-1.90, -1.86, 4.60], [-3.14, -1.52, 3.39], [0.88, -4.02, 1.47], [3.70, -4.01, 2.23], [5.55, -2.03, 2.02], [4.20, 0.17, 1.28], [-3.16, 0.92, 1.60], [-1.58, 0.80, 0.48], [-1.41, 2.69, 0.06], [-2.37, 0.09, -1.17], [-3.38, 1.00, -1.81], [-4.72, 0.95, -1.44], [-5.65, 1.80, -2.02], [-5.25, 2.72, -2.98], [-3.92, 2.77, -3.37], [-2.99, 1.92, -2.79], [-3.80, 1.68, 1.17], [-2.88, 1.19, 2.61], [-3.68, -0.04, 1.61], [-2.21, 2.98, -0.62], [-0.45, 2.92, -0.39], [-1.53, 3.26, 0.99], [-2.82, -0.86, -0.88], [-1.54, -0.12, -1.85], [-5.05, 0.22, -0.70], [-6.69, 1.75, -1.72], [-5.98, 3.38, -3.44], [-3.60, 3.47, -4.14], [-1.95, 1.95, -3.10]]
}